1.
DFT (the ωB97M-V functional and the def2-TZVPD basis) results for a 3-piece molecular cluster, C60H48FO10P overall.

Calculated values
Strongest force on any atom (eV/Å): 3.2
Gap between HOMO and LUMO (Ha): 0.288
SMILES: C#Cc1c(F)c(-c2ccccc2)c2c(c1CCCOC)C(=O)c1cccc(CCP(=O)(OCC)OCC)c1C2=O.O=C1c2ccccc2C(=O)c2ccccc21.O=C1c2ccccc2C(=O)c2ccccc21
Highest occupied orbital energy (Ha): -0.331
Total energy (eV): -95476.724

ORCA input file:
```
! wB97M-V def2-TZVPD RIJCOSX def2/J DEFGRID3
* xyz 0 1
C -5.889 5.376 -1.736
C -5.154 4.615 -1.129
C -4.174 3.525 -0.726
C -4.423 2.646 0.402
F -5.575 2.869 1.123
C -3.481 1.566 0.772
C -3.897 0.689 1.978
C -4.537 -0.600 1.657
C -4.993 -1.447 2.768
C -4.812 -0.985 4.161
C -4.152 0.288 4.426
C -3.688 1.160 3.340
C -2.244 1.356 0.025
C -2.017 2.261 -1.140
C -2.926 3.332 -1.521
C -2.706 4.320 -2.701
C -2.058 5.700 -2.198
C -0.925 5.486 -1.106
O -1.478 5.586 0.213
C -1.024 4.556 1.100
C -0.722 1.986 -1.948
O -0.603 2.112 -3.155
C 0.493 1.461 -1.120
C 1.823 1.867 -1.613
C 2.965 1.344 -0.867
C 2.781 0.472 0.308
C 1.441 0.063 0.803
C 1.226 -0.909 2.041
C 2.600 -1.204 2.748
P 2.560 -2.422 4.146
O 3.940 -3.071 4.186
O 1.459 -3.654 3.968
C 1.940 -4.767 4.787
C 0.797 -5.778 5.159
O 2.197 -1.598 5.544
C 3.276 -1.657 6.515
C 2.772 -1.136 7.936
C 0.289 0.597 0.040
C -1.193 0.250 0.402
O -1.525 -0.805 0.905
H -6.536 5.896 -2.470
H -4.693 -0.959 0.613
H -5.493 -2.435 2.597
H -5.178 -1.600 5.020
H -4.003 0.645 5.469
H -3.210 2.151 3.510
H -3.666 4.574 -3.235
H -2.012 3.934 -3.488
H -2.869 6.375 -1.801
H -1.577 6.254 -3.056
H -0.227 6.372 -1.229
H -0.299 4.574 -1.290
H -0.084 4.039 0.776
H -1.882 3.831 1.231
H -0.813 4.974 2.130
H 1.914 2.528 -2.510
H 3.986 1.617 -1.239
H 3.736 0.130 0.784
H 0.784 -1.848 1.606
H 0.479 -0.472 2.764
H 3.064 -0.214 3.017
H 3.275 -1.649 1.961
H 2.398 -4.428 5.756
H 2.678 -5.341 4.158
H 0.248 -6.202 4.283
H 1.314 -6.647 5.668
H 0.117 -5.340 5.943
H 4.072 -0.929 6.188
H 3.680 -2.685 6.683
H 2.752 -2.029 8.629
H 3.483 -0.407 8.400
H 1.721 -0.742 7.888
O 10.877 -3.267 -1.418
C 9.953 -2.584 -1.022
C 9.901 -1.127 -1.326
C 10.911 -0.549 -2.089
C 10.852 0.800 -2.410
C 9.782 1.577 -1.972
C 8.782 1.009 -1.197
C 8.840 -0.342 -0.867
C 7.777 -0.939 -0.023
O 6.873 -0.257 0.436
C 7.820 -2.389 0.258
C 6.802 -2.940 1.012
C 6.788 -4.304 1.267
C 7.805 -5.114 0.763
C 8.837 -4.556 0.016
C 8.848 -3.187 -0.235
H 11.743 -1.151 -2.436
H 11.637 1.247 -3.008
H 9.732 2.627 -2.234
H 7.954 1.618 -0.853
H 6.010 -2.314 1.404
H 5.985 -4.735 1.854
H 7.792 -6.181 0.953
H 9.626 -5.189 -0.372
O -6.840 1.778 -6.330
C -6.899 0.827 -5.573
C -5.717 0.424 -4.772
C -4.536 1.155 -4.873
C -3.438 0.810 -4.099
C -3.515 -0.267 -3.219
C -4.684 -1.008 -3.127
C -5.786 -0.670 -3.907
C -7.025 -1.481 -3.814
O -7.067 -2.466 -3.101
C -8.214 -1.066 -4.600
C -9.394 -1.796 -4.495
C -10.521 -1.398 -5.200
C -10.472 -0.268 -6.012
C -9.294 0.455 -6.130
C -8.159 0.055 -5.429
H -4.474 1.997 -5.553
H -2.521 1.382 -4.175
H -2.660 -0.528 -2.604
H -4.737 -1.849 -2.444
H -9.437 -2.673 -3.861
H -11.440 -1.965 -5.114
H -11.356 0.048 -6.555
H -9.261 1.332 -6.766
*
```

***

2.
DFT (the ωB97M-V functional and the def2-TZVPD basis) results for a 2-piece molecular cluster, C3H9N4 overall.

Calculated values
Energy above the lowest of the compared OMol25 structures with the same formula, charge and spin (kJ/mol): 282.9
Strongest force on any atom (eV/Å): 3.6
Gap between HOMO and LUMO (Ha): 0.353
Highest occupied orbital energy (Ha): -0.474
Total energy (eV): -9208.690

ORCA input file:
```
! wB97M-V def2-TZVPD RIJCOSX def2/J DEFGRID3
* xyz 1 1
C -1.947 -0.726 0.023
C 2.378 0.172 -0.184
C 3.266 -0.857 -0.435
N -2.847 -0.407 -0.870
N 1.637 1.051 -0.053
N -1.108 -0.072 0.676
N -0.917 1.346 0.454
H -2.078 -1.784 0.220
H 2.706 -1.748 -0.446
H 4.053 -0.848 0.303
H 3.705 -0.804 -1.426
H -3.426 -1.166 -1.239
H 0.605 1.217 0.298
H -1.141 1.873 1.286
H -3.027 0.550 -1.152
H -1.253 1.974 -0.304
*
```